# 1
232
Properties=species:S:1:pos:R:3:forces:R:3:mulliken_charge:R:1 method="wB97M-V/def2-TZVPD" spin_multiplicity=1 charge=+1 e_lumo_ha=-0.074 e_homo_ha=-0.3164
C 8.650 -0.667 -3.313 -0.7 -1.4 -1.0 -1.286
C 7.639 -1.843 -3.545 0.2 0.8 2.0 -0.211
C 7.095 -2.433 -2.149 -0.2 1.0 -1.5 -0.398
C 6.383 -1.368 -1.330 -0.3 -0.4 2.1 -0.864
N 5.807 -1.904 0.099 0.1 1.5 -0.5 0.465
C 4.681 -2.889 -0.041 -0.2 -0.5 1.7 -0.127
C 3.664 -2.631 1.167 0.7 0.6 -1.7 0.671
C 4.065 -1.262 1.699 0.3 0.2 0.9 -0.195
C 5.124 -0.674 0.791 -0.2 -0.7 -0.9 -1.051
C 6.885 -2.409 1.039 -0.4 0.9 -0.8 -1.020
H 9.567 -1.082 -2.895 0.1 0.5 0.2 0.301
H 8.192 0.151 -2.758 0.3 -0.1 0.2 0.349
H 8.825 -0.311 -4.328 0.5 0.3 0.2 0.433
H 8.111 -2.673 -4.071 -0.1 0.2 -0.1 0.485
H 6.878 -1.383 -4.174 -0.5 -0.6 0.2 -0.107
H 7.949 -2.836 -1.605 0.0 -0.1 0.0 0.473
H 6.397 -3.231 -2.404 0.0 -0.2 0.2 0.203
H 5.530 -0.874 -1.795 -0.2 -0.5 -0.2 0.276
H 6.994 -0.536 -0.979 0.5 -0.2 -0.2 0.602
H 5.168 -3.849 0.132 -0.4 -0.3 -0.8 0.397
H 4.182 -2.761 -1.001 0.2 -0.1 0.0 -0.337
H 3.721 -3.368 1.967 -0.1 -0.2 -0.4 0.509
H 2.680 -2.538 0.707 -0.1 -0.5 0.3 -0.817
H 4.456 -1.411 2.706 0.1 0.2 0.1 0.517
H 3.231 -0.568 1.805 0.0 0.0 -0.2 -0.095
H 5.832 -0.045 1.331 0.2 -0.2 -0.4 0.398
H 4.677 -0.151 -0.054 -0.2 0.3 0.3 0.395
H 6.416 -2.546 2.013 0.1 -0.2 -0.1 0.437
H 7.603 -1.591 1.091 0.1 -0.2 0.2 0.341
H 7.382 -3.306 0.667 -0.3 0.0 0.0 0.337
C -4.813 -3.703 -3.875 -0.6 -0.2 1.4 -1.306
C -4.728 -3.034 -2.463 1.1 1.1 -0.8 0.200
C -4.528 -1.502 -2.698 -0.7 -0.2 1.1 0.331
C -4.228 -0.842 -1.345 0.7 1.5 -0.2 -0.933
N -4.178 0.715 -1.276 0.4 1.0 -0.4 1.199
C -3.931 1.185 0.171 -1.5 1.1 0.3 -0.021
C -4.939 2.427 0.375 1.7 -1.3 0.7 -0.305
C -6.150 2.074 -0.417 0.2 -1.1 -1.8 -0.997
C -5.562 1.353 -1.663 0.7 0.6 -0.3 -0.256
C -2.998 1.259 -2.182 -1.2 -0.5 -0.1 -0.898
H -3.890 -3.654 -4.454 0.0 0.4 0.1 0.183
H -5.643 -3.204 -4.374 0.2 0.0 -0.4 0.450
H -5.068 -4.761 -3.826 -0.1 0.0 0.2 0.310
H -3.881 -3.335 -1.848 0.2 -0.6 -0.2 -0.325
H -5.603 -3.122 -1.819 -0.3 -0.4 -0.3 0.459
H -5.501 -1.159 -3.050 0.2 0.3 -0.5 0.657
H -3.748 -1.329 -3.440 -0.1 0.2 0.1 -0.727
H -3.212 -1.063 -1.021 -0.1 -0.6 0.3 0.139
H -4.958 -1.050 -0.563 0.0 -0.5 -0.1 0.530
H -2.870 1.315 0.385 -0.1 0.3 -0.3 -0.165
H -4.270 0.438 0.889 0.0 -0.4 -0.4 -0.249
H -4.519 3.373 0.032 0.2 -0.1 0.1 0.413
H -5.234 2.508 1.421 0.6 0.2 0.1 0.295
H -6.565 3.019 -0.767 -0.7 -0.4 0.1 0.442
H -6.858 1.397 0.060 -0.1 0.4 0.3 0.276
H -5.406 2.158 -2.381 0.7 -0.2 -0.2 0.026
H -6.155 0.621 -2.213 -0.1 -0.1 0.5 0.488
H -3.218 0.915 -3.192 0.0 0.1 -0.1 0.037
H -2.015 0.893 -1.885 -0.3 -0.4 0.4 -0.021
H -2.934 2.348 -2.182 -0.5 -0.1 0.3 0.495
C -5.421 -7.516 -1.702 0.5 0.6 2.0 -1.490
C -4.221 -6.920 -0.808 -0.5 0.0 -2.0 -0.543
C -4.529 -5.951 0.354 0.0 -1.5 0.4 -0.024
C -3.308 -5.690 1.232 1.0 1.6 -0.5 -0.115
N -3.497 -4.511 2.278 0.5 -2.3 0.3 0.647
C -2.178 -4.278 3.004 1.1 0.7 -1.3 0.227
C -2.449 -3.625 4.324 0.3 -1.1 0.9 -0.093
C -3.847 -4.058 4.727 -1.0 0.0 -0.7 -0.904
C -4.355 -4.931 3.544 -0.5 0.8 -1.5 -0.571
C -3.949 -3.265 1.500 0.6 -0.8 1.8 -0.673
H -5.989 -6.820 -2.319 0.3 0.2 0.1 0.274
H -6.103 -7.922 -0.955 -0.4 -0.3 -0.3 0.412
H -5.059 -8.344 -2.312 0.1 0.2 0.0 0.393
H -3.599 -6.365 -1.510 0.4 -0.1 0.1 0.276
H -3.667 -7.813 -0.517 0.1 0.3 0.4 0.415
H -5.195 -6.497 1.022 -0.8 0.4 -0.1 0.354
H -4.978 -5.051 -0.065 0.0 0.0 0.3 -0.009
H -2.437 -5.324 0.689 -0.2 0.5 -0.6 -0.647
H -2.828 -6.587 1.623 -0.9 -0.1 1.0 0.784
H -1.480 -3.646 2.454 -0.4 0.0 -0.8 -0.787
H -1.647 -5.227 3.081 -0.5 -0.3 0.2 0.681
H -2.298 -2.545 4.337 0.0 -0.1 -0.1 -0.243
H -1.786 -4.116 5.036 0.4 0.6 0.0 0.492
H -4.420 -3.142 4.869 -0.5 -0.4 0.0 0.157
H -3.853 -4.631 5.654 -0.1 0.1 -0.1 0.345
H -5.383 -4.837 3.193 -0.2 0.4 0.5 0.558
H -4.252 -6.007 3.686 0.6 0.1 0.0 0.413
H -4.993 -3.351 1.198 0.1 0.0 0.3 0.439
H -3.273 -3.140 0.654 0.1 0.0 0.2 -0.002
H -3.747 -2.523 2.272 -0.4 0.7 -0.7 0.258
C 0.706 -1.876 -1.052 -2.8 -3.4 2.0 0.002
C 1.479 -0.801 -1.062 2.0 2.9 -4.5 0.440
C 1.248 0.316 -0.020 3.3 2.8 2.5 -0.241
O 2.056 1.320 0.182 -0.8 -2.1 -2.1 -0.882
C 0.300 0.201 0.990 -2.3 -3.4 -0.9 1.168
C -0.663 -0.915 0.950 3.0 1.5 -0.9 -0.333
C -0.199 -2.191 -0.001 -0.5 2.4 0.4 0.721
O -0.716 -3.287 0.182 -1.0 -0.9 0.5 -0.958
O -1.691 -0.861 1.614 -1.4 -1.4 0.6 0.100
O 2.205 -0.699 -2.160 -0.2 1.1 3.0 -0.986
H 0.778 -2.623 -1.828 0.4 0.0 -0.1 -0.102
H 0.257 0.862 1.843 0.0 0.3 -0.4 -0.959
Cl 4.907 -3.869 -4.902 0.3 -0.4 -0.4 -0.210
C 3.773 -2.676 -4.264 -0.4 1.2 -0.5 1.632
C 3.628 -1.393 -5.194 -0.4 -1.8 1.5 0.050
Cl 2.520 -1.833 -6.575 1.0 0.5 0.5 -0.191
H 4.157 -2.429 -3.275 -0.2 0.4 -0.1 -0.990
H 2.821 -3.190 -4.133 0.0 0.3 -0.1 -0.655
H 4.625 -1.043 -5.459 -0.3 -0.1 -0.7 0.479
H 3.148 -0.632 -4.578 -0.2 0.0 -0.2 -0.170
Cl 1.658 -5.854 -2.589 -0.3 -0.5 0.3 -0.199
C 0.501 -5.489 -1.260 0.1 0.8 0.9 1.272
C 0.239 -6.619 -0.252 0.0 -0.4 -1.9 -0.195
Cl -1.053 -7.700 -1.044 1.1 0.3 0.8 -0.235
H -0.408 -5.094 -1.714 0.1 -0.2 0.1 -0.104
H 0.961 -4.654 -0.732 -0.1 -0.1 0.0 -1.011
H -0.120 -6.352 0.742 -0.1 0.4 -0.4 -0.023
H 1.177 -7.166 -0.163 -0.3 -0.4 0.1 0.615
C -4.417 0.461 4.104 0.6 0.0 -0.8 0.038
O -4.179 1.518 5.026 0.6 1.4 -0.3 -0.477
P -3.204 2.829 4.676 0.7 -0.5 1.3 1.254
O -3.285 3.471 3.338 -0.4 -1.1 1.6 -0.740
O -3.478 3.809 5.954 0.1 -1.0 -1.8 -0.397
C -3.313 3.426 7.332 0.1 -0.1 0.0 -0.571
O -1.730 2.237 5.057 -1.5 0.5 0.8 -0.082
C -0.877 1.519 4.199 0.2 1.4 -2.2 -0.634
H -3.573 0.301 3.433 0.3 0.2 -0.2 -0.264
H -5.288 0.661 3.479 -0.2 0.1 0.2 0.379
H -4.525 -0.508 4.591 -0.3 0.3 0.6 0.182
H -4.260 3.066 7.734 0.1 -0.4 -0.2 0.251
H -3.059 4.292 7.944 0.1 0.3 -0.5 0.244
H -2.481 2.726 7.405 -0.3 -0.2 0.2 0.212
H -1.194 1.672 3.168 -0.8 -0.7 -0.2 0.032
H -0.739 0.456 4.397 0.0 0.3 0.4 0.635
H 0.007 2.138 4.047 0.7 -0.6 1.1 -0.035
C 1.500 6.281 -4.866 1.1 0.9 -1.1 -0.902
O 0.644 5.436 -4.108 -0.6 0.0 -0.5 -0.042
P -0.155 4.247 -4.830 0.2 -0.9 0.8 0.625
O 0.540 3.664 -6.005 -1.2 0.9 0.7 -0.698
O -0.194 3.134 -3.608 -1.3 1.6 -0.9 -0.065
C 1.029 2.835 -2.934 0.5 -0.4 0.3 0.006
O -1.714 4.829 -4.980 3.6 -1.7 0.2 -0.430
C -2.711 3.819 -5.247 -1.0 1.2 0.0 -0.456
H 1.519 7.319 -4.534 -0.8 -0.2 0.5 0.367
H 1.302 6.311 -5.937 -0.6 -0.3 0.1 0.376
H 2.557 6.016 -4.837 -0.1 -0.8 0.5 0.291
H 1.839 3.402 -3.393 0.2 -0.5 0.0 0.372
H 1.176 1.755 -2.918 0.3 -0.1 -0.7 -0.233
H 1.026 3.046 -1.865 -0.5 0.6 0.0 0.101
H -3.282 3.841 -4.320 -0.3 -0.7 -0.2 0.222
H -2.414 2.824 -5.579 0.5 0.1 0.3 0.117
H -3.311 4.277 -6.034 -0.2 -0.3 0.0 0.397
C 2.350 -5.223 6.994 0.9 -2.3 0.7 -0.816
O 2.061 -4.372 5.908 0.4 1.7 0.0 -0.337
P 2.710 -2.870 5.869 0.5 -0.4 -0.4 0.576
O 4.200 -2.727 5.986 -2.8 -0.2 -0.1 -0.737
O 2.160 -2.314 4.462 0.7 -0.3 0.7 -0.002
C 0.807 -2.435 4.024 -0.5 -0.5 0.5 -0.391
O 1.794 -2.138 6.980 -0.1 -1.7 -2.0 -0.218
C 2.294 -0.988 7.595 0.6 0.5 0.8 -0.707
H 1.601 -5.997 7.165 -0.9 0.7 -0.3 0.323
H 2.601 -4.833 7.980 -0.2 0.9 -0.3 0.312
H 3.165 -5.906 6.756 0.6 0.5 -0.4 0.308
H 0.515 -1.551 3.457 0.3 -0.1 -0.2 -0.064
H 0.121 -2.562 4.861 0.1 0.3 0.3 0.652
H 0.688 -3.361 3.462 0.2 0.2 -0.5 0.197
H 1.460 -0.330 7.840 0.0 -0.2 0.3 0.219
H 2.970 -0.413 6.961 0.2 -0.2 0.0 0.336
H 2.804 -1.432 8.449 0.2 1.2 0.4 0.295
C 3.764 5.437 5.035 -0.4 1.0 1.1 -0.963
O 2.805 4.926 4.124 -0.6 -0.5 -0.7 -0.211
P 1.269 5.439 4.166 0.7 0.7 1.8 0.386
O 1.098 6.837 3.741 0.0 -1.0 0.7 -0.635
O 0.849 5.095 5.720 -0.2 2.5 -2.0 -0.366
C 1.016 3.834 6.241 0.9 -1.7 0.3 -0.432
O 0.483 4.360 3.351 -0.3 0.7 1.3 0.201
C 0.938 3.952 2.108 0.4 -2.1 -1.9 0.251
H 4.094 4.688 5.755 0.0 -0.4 -0.4 0.287
H 3.282 6.204 5.640 0.1 0.2 0.1 0.389
H 4.618 5.927 4.567 -0.1 -0.4 -0.4 0.325
H 0.092 3.463 6.686 -0.1 -0.1 -0.4 0.090
H 1.441 3.191 5.470 -0.5 -0.6 0.0 0.185
H 1.780 3.788 7.017 0.1 0.6 0.3 0.318
H 1.862 4.400 1.742 -0.1 0.3 0.3 -0.137
H 0.172 3.982 1.334 -0.2 0.7 0.2 0.454
H 1.117 2.880 2.188 0.4 -0.1 -0.1 -0.147
C -0.443 -3.445 -4.167 0.2 0.8 -0.1 0.545
O -0.703 -2.451 -5.147 -0.8 0.1 -0.8 -0.455
C -0.281 -1.152 -4.752 0.4 -0.4 2.4 1.395
C -0.623 0.058 -5.568 -0.8 -1.1 -1.8 -0.753
O -2.046 0.334 -5.667 0.2 -0.1 0.4 0.089
C -2.788 -0.706 -6.325 0.0 0.6 0.8 -0.209
C -4.154 -0.167 -6.698 0.4 1.8 0.9 -1.045
O -4.741 0.428 -5.494 -0.4 -0.7 -0.8 0.076
C -5.664 1.513 -5.740 1.4 -1.3 -1.0 -0.742
H 0.633 -3.532 -4.015 0.1 -0.1 0.1 -0.548
H -0.825 -4.424 -4.457 -0.1 0.2 -0.4 0.410
H -0.901 -3.147 -3.224 -0.1 0.0 0.3 -0.192
H 0.770 -1.244 -4.476 0.4 0.5 -0.5 -0.510
H -0.686 -0.895 -3.774 -0.6 -0.4 0.6 -0.307
H -0.291 -0.149 -6.586 0.3 0.4 -0.3 0.442
H -0.146 0.957 -5.176 0.0 -0.2 0.0 -0.112
H -2.931 -1.527 -5.622 0.3 -0.4 -0.3 0.068
H -2.210 -0.968 -7.212 -0.3 -0.6 -0.1 0.483
H -4.795 -0.892 -7.199 -0.1 -0.1 0.3 0.347
H -3.958 0.665 -7.375 -0.2 0.1 -0.4 0.475
H -5.844 1.893 -4.734 -0.4 0.5 -0.5 0.052
H -6.514 1.216 -6.355 -0.7 -0.5 0.8 0.256
H -5.198 2.169 -6.476 0.4 0.9 0.6 0.325
C 4.553 4.469 0.131 -0.3 0.6 0.5 -0.138
O 4.939 5.134 -1.033 0.5 0.2 -0.8 -0.456
C 3.858 5.690 -1.759 0.2 1.1 0.7 -0.282
C 2.898 6.534 -0.917 -0.7 0.2 0.9 -0.204
O 3.544 7.534 -0.080 -0.7 -1.3 0.0 -0.464
C 2.906 7.784 1.222 1.1 1.3 -1.9 0.132
C 1.557 8.477 1.041 0.6 -0.6 1.7 -0.367
O 1.414 9.638 0.287 -2.0 -1.6 -1.9 -0.404
C 2.378 10.585 0.237 1.3 0.6 0.2 -0.665
H 3.804 3.709 -0.089 0.0 -0.3 0.2 0.121
H 4.153 5.222 0.810 -0.4 -0.1 0.3 -0.044
H 5.422 4.074 0.657 0.1 -0.3 -0.5 0.282
H 3.272 4.914 -2.251 -0.1 -0.2 -0.1 0.105
H 4.280 6.368 -2.500 0.3 -0.3 -0.1 0.315
H 2.215 5.877 -0.378 0.5 -0.4 1.1 -0.070
H 2.104 6.956 -1.534 0.4 0.7 -0.8 0.680
H 3.608 8.462 1.707 0.1 0.1 -0.1 0.516
H 2.882 6.913 1.877 -0.5 -0.3 -0.3 -0.451
H 1.301 8.792 2.053 -0.5 -0.7 0.4 0.494
H 0.913 7.687 0.656 -0.6 0.5 0.0 0.165
H 3.289 10.165 -0.190 0.5 0.2 0.3 0.226
H 2.509 10.968 1.249 0.6 0.5 0.1 0.319
H 2.069 11.386 -0.434 -0.2 0.0 0.2 0.216

# 2
41
Properties=species:S:1:pos:R:3:forces:R:3:nbo_charge:R:1 method="wB97M-V/def2-TZVPD" s_squared=3.75 e_above_lowest_kcal_mol=55.69 spin_multiplicity=4 charge=-3 e_lumo_ha="0.235 / 0.235" e_homo_ha="-0.0273 / -0.0725"
V -0.098 0.744 -0.015 -0.2 -0.7 0.2 1.470
C 1.190 -0.284 -4.551 -0.6 1.7 3.5 0.738
F 2.327 -0.171 -5.268 -1.4 -0.6 -0.3 -0.323
F 0.045 -0.459 -5.242 1.4 -0.3 -0.6 -0.322
F 1.308 -1.286 -3.651 0.3 -0.1 -1.5 -0.317
S 0.968 1.290 -3.409 1.9 4.2 -3.2 2.323
O 0.363 0.844 -2.214 -1.5 -2.0 3.2 -1.024
O 2.309 1.848 -3.231 -0.8 -1.2 -0.5 -0.973
O 0.087 2.231 -4.117 0.5 -1.4 -0.3 -1.003
C -4.397 1.910 0.675 0.2 1.0 1.4 0.749
F -4.842 1.975 -0.600 0.3 -0.7 1.2 -0.319
F -5.376 2.479 1.492 0.9 0.0 -1.2 -0.364
F -4.302 0.665 1.179 0.3 0.8 -1.4 -0.307
S -2.728 2.993 0.878 0.9 2.3 -0.5 2.299
O -1.580 2.149 0.483 -1.3 0.3 -0.6 -1.022
O -2.893 4.191 0.002 -0.4 -2.5 0.9 -0.974
O -2.652 3.358 2.276 -0.8 -0.7 -0.4 -0.953
C 4.320 -1.161 1.069 -2.3 0.3 -0.5 0.753
F 3.700 -2.166 1.719 0.3 0.5 0.1 -0.328
F 4.561 -0.146 1.957 0.6 -1.5 -1.1 -0.324
F 5.412 -1.728 0.517 -0.1 1.2 0.7 -0.326
S 3.119 -0.516 -0.348 0.0 4.3 -3.5 2.272
O 3.559 0.855 -0.805 0.3 -3.1 2.2 -0.954
O 3.247 -1.497 -1.398 0.5 -0.8 0.9 -0.963
O 1.730 -0.384 0.119 0.5 -0.8 1.4 -1.019
C 1.385 0.188 4.254 -0.9 1.2 -1.9 0.732
F 2.154 -0.550 3.467 0.0 -0.7 -0.4 -0.330
F 1.620 -0.181 5.485 -0.4 -0.6 1.5 -0.333
F 1.896 1.450 4.150 -0.7 -0.1 0.0 -0.354
S -0.532 0.044 3.644 -1.3 0.6 -0.1 2.288
O -0.883 -1.362 3.895 1.1 1.4 -0.5 -0.962
O -1.318 0.978 4.482 1.9 -1.1 -1.1 -0.954
O -0.465 0.452 2.200 0.7 -0.8 2.3 -1.000
C -0.940 -2.951 -1.301 -2.4 1.0 -0.3 0.740
F -0.619 -2.756 -2.584 0.6 -0.4 0.2 -0.322
F -1.371 -4.205 -1.139 0.0 -0.7 -0.3 -0.343
F 0.078 -2.782 -0.502 0.5 0.3 0.0 -0.291
S -2.409 -1.720 -0.955 -1.0 0.2 0.6 2.292
O -1.583 -0.690 -0.292 -0.6 -0.4 0.3 -1.034
O -2.978 -1.214 -2.196 0.8 -0.9 0.3 -0.958
O -3.411 -2.433 -0.123 2.2 0.9 -0.9 -0.960

# 3
17
Properties=species:S:1:pos:R:3:forces:R:3:nbo_charge:R:1 method="wB97M-V/def2-TZVPD" e_above_lowest_kcal_mol=115.69 spin_multiplicity=1 charge=0 e_lumo_ha=0.009 e_homo_ha=-0.3094 smiles="C[C@@H](N)/C(=N/S)NO"
C -1.868 -0.978 0.438 2.7 -1.0 0.3 -0.613
C -0.923 0.282 0.698 -2.8 2.0 -0.3 -0.115
N -0.194 0.202 1.962 3.2 -3.4 -0.9 -0.796
C 0.037 0.650 -0.464 0.3 0.7 1.5 0.364
N 0.030 1.873 -0.894 0.7 -2.4 -0.2 -0.564
S 1.227 2.288 -2.042 -0.3 1.9 0.2 0.180
N 0.964 -0.392 -0.669 0.3 -1.3 -0.4 -0.385
O 2.396 -0.255 -0.489 0.5 -0.9 -4.3 -0.544
H -0.972 -1.676 -0.085 -3.4 0.7 1.3 0.169
H -2.740 -0.770 -0.239 1.2 -0.2 0.4 0.240
H -2.302 -1.441 1.437 1.3 0.9 -2.1 0.236
H -1.614 1.146 0.857 0.6 -0.3 -0.7 0.212
H 0.837 0.663 1.827 -3.1 -1.6 0.4 0.378
H -0.053 -0.929 1.942 0.5 3.3 1.0 0.334
H 1.632 1.170 -2.587 0.1 -1.2 -0.1 0.069
H 0.692 -1.279 -0.193 0.5 1.3 -0.5 0.364
H 2.851 -0.555 -1.500 -2.1 1.4 4.4 0.469

# 4
11
Properties=species:S:1:pos:R:3:forces:R:3:nbo_charge:R:1 method="wB97M-V/def2-TZVPD" e_above_lowest_kcal_mol=180.52 spin_multiplicity=1 charge=0 e_lumo_ha="-0.043 / -0.042" e_homo_ha="-0.3338 / -0.3321"
C 0.774 -0.494 2.058 1.5 -2.0 -2.9 -0.005
C -0.486 0.630 0.695 -3.0 2.1 -2.6 0.558
C -0.093 -0.064 -1.661 -1.5 2.8 1.2 -0.448
N -0.130 0.348 1.955 -2.1 2.6 1.2 -0.472
N 0.067 -0.100 -0.214 3.0 -1.9 0.3 -0.435
O -1.939 1.945 -0.272 2.5 -2.3 1.8 -0.568
S 1.333 -1.226 0.571 -1.8 1.7 -0.6 0.425
H 1.187 -0.904 2.896 0.9 -0.6 2.6 0.210
H -1.029 0.529 -1.661 0.6 0.5 -0.8 0.305
H 0.699 0.279 -2.305 0.6 0.8 0.6 0.222
H -0.383 -0.941 -2.063 -0.8 -3.6 -0.7 0.207